1.
A cluster of 4 separate species, C25H39NO5 in total. Source: the Open Molecules 2025 dataset; level of theory: ωB97M-V with the def2-TZVPD basis set.

Each line ends with the Mulliken charge.
Geometry (Å):
C 3.432 -4.969 -0.287  -1.604
C 2.352 -4.179 -1.166  0.667
C 2.395 -2.675 -0.648  -0.802
C 0.972 -4.899 -0.908  -0.943
C -0.041 -4.806 -2.155  -0.815
C -1.338 -4.104 -1.599  0.763
C -1.187 -2.657 -1.316  -0.147
C -2.301 -1.926 -0.765  -0.904
C -3.546 -2.611 -0.479  0.237
C -3.687 -4.036 -0.790  0.331
C -2.583 -4.797 -1.348  -0.856
C -5.128 -4.462 -0.378  0.090
O -5.721 -5.454 -0.654  -0.479
N -5.579 -3.346 0.451  -0.351
C -4.889 -2.118 0.137  0.090
O -5.220 -0.981 0.280  -0.491
H 4.385 -4.391 -0.334  0.425
H 3.035 -4.980 0.761  0.346
H 3.497 -5.995 -0.725  0.414
H 2.601 -4.220 -2.262  0.421
H 2.745 -1.961 -1.464  -0.157
H 3.183 -2.592 0.155  0.454
H 1.443 -2.342 -0.163  0.149
H 0.502 -4.412 -0.013  0.434
H 1.150 -5.981 -0.688  0.375
H -0.370 -5.843 -2.443  0.361
H 0.398 -4.251 -3.017  0.356
H -0.216 -2.161 -1.530  0.537
H -2.229 -0.845 -0.514  0.452
H -2.694 -5.878 -1.571  0.346
H -5.352 -3.576 1.425  0.323
C 0.122 1.897 2.804  -0.588
C -1.040 2.434 1.991  -0.058
C -0.678 1.980 0.589  -0.528
O 0.062 0.757 0.727  -0.262
C 0.412 0.580 2.105  -0.455
H -0.102 1.775 3.865  0.357
H 0.982 2.568 2.711  0.270
H -1.970 1.954 2.311  0.215
H -1.170 3.514 2.068  -0.004
H -0.032 2.710 0.089  0.273
H -1.557 1.808 -0.036  0.294
H -0.208 -0.228 2.509  0.277
H 1.461 0.285 2.182  0.281
C 3.544 1.795 -3.585  -0.567
C 4.143 1.049 -4.762  -0.576
C 4.277 -0.358 -4.206  -0.509
O 3.220 -0.530 -3.253  -0.343
C 2.624 0.748 -2.984  -0.223
H 3.022 2.710 -3.864  0.346
H 4.332 2.055 -2.870  0.279
H 3.440 1.054 -5.600  0.256
H 5.090 1.462 -5.109  0.345
H 5.229 -0.488 -3.679  0.293
H 4.200 -1.124 -4.980  0.278
H 1.638 0.766 -3.461  0.246
H 2.491 0.872 -1.908  0.139
C -1.404 6.773 4.838  -0.553
C -2.567 7.306 4.025  -0.556
C -2.203 6.853 2.622  -0.444
O -1.461 5.634 2.760  -0.419
C -1.110 5.458 4.140  -0.385
H -1.628 6.650 5.898  0.336
H -0.546 7.445 4.746  0.275
H -3.496 6.824 4.344  0.265
H -2.700 8.386 4.102  0.340
H -1.559 7.585 2.123  0.265
H -3.081 6.679 1.997  0.279
H -1.728 4.648 4.543  0.265
H -0.061 5.166 4.217  0.279

For the HOMO energy, the calculation gives -9.035 eV. As for the SMILES: CC(C)CCc1ccc2c(c1)C(=O)NC2=O.C1CCOC1.C1CCOC1.C1CCOC1. The charge is 0. For the HOMO-LUMO gap, the calculation gives 8.87 eV.



2.
A structure of composition C35H47Cl2MnN5O2SSb2. Source: the Open Molecules 2025 dataset; level of theory: ωB97M-V with the def2-TZVPD basis set.

Each line ends with the Mulliken charge.
Geometry (Å):
Mn -0.781 -0.328 0.321  0.327
C 3.596 3.737 1.962  -1.422
Sb 2.079 2.823 0.715  0.505
C 3.273 1.020 0.524  -0.892
C 2.834 3.886 -1.088  -1.745
C 3.728 3.042 -1.921  1.153
C 5.111 3.174 -1.779  -0.618
C 5.996 2.395 -2.503  -0.775
C 5.506 1.458 -3.399  -0.681
C 4.138 1.309 -3.544  -0.694
C 3.229 2.081 -2.817  0.820
C 1.771 1.864 -3.055  -1.630
Sb 0.792 0.322 -1.841  0.632
C 2.118 -1.270 -2.406  -1.152
C -0.588 -0.123 -3.428  -1.213
H 3.390 4.801 2.067  0.382
H 4.575 3.602 1.505  0.405
H 3.590 3.282 2.952  0.385
H 3.725 0.981 -0.467  0.275
H 2.629 0.151 0.663  -0.062
H 4.054 1.010 1.281  0.579
H 3.364 4.750 -0.688  0.623
H 1.954 4.229 -1.630  0.437
H 5.491 3.914 -1.084  0.364
H 7.063 2.521 -2.373  0.399
H 6.183 0.853 -3.988  0.408
H 3.750 0.582 -4.248  0.337
H 1.617 1.486 -4.064  0.780
H 1.177 2.768 -2.923  0.545
H 2.137 -1.346 -3.493  0.418
H 1.760 -2.203 -1.976  0.326
H 3.123 -1.066 -2.040  0.336
H -0.135 0.097 -4.394  0.652
H -1.509 0.447 -3.310  0.135
H -0.826 -1.184 -3.380  0.307
O 3.306 -2.445 5.628  -0.495
C 2.825 -1.115 5.581  -0.558
C 2.005 -0.899 4.343  0.182
C 1.389 0.356 4.119  -1.225
C 0.610 0.521 3.004  -1.217
N 0.391 -0.443 2.091  1.408
C 0.999 -1.671 2.287  -0.280
C 1.807 -1.893 3.422  -0.529
C 0.722 -2.690 1.301  0.663
C 1.198 -4.011 1.385  -0.701
C 0.895 -4.940 0.418  0.469
C 1.398 -6.356 0.532  -0.802
O 0.942 -7.009 1.713  -0.514
C 0.057 -4.534 -0.656  -0.938
C -0.387 -3.239 -0.696  -0.675
N -0.076 -2.306 0.228  0.663
H 3.783 -2.576 6.451  0.310
H 3.657 -0.398 5.587  0.302
H 2.196 -0.894 6.453  0.316
H 1.505 1.172 4.821  0.463
H 0.104 1.462 2.828  0.684
H 2.270 -2.854 3.581  0.661
H 1.805 -4.308 2.229  0.458
H 2.487 -6.362 0.609  0.322
H 1.115 -6.922 -0.362  0.328
H -0.019 -7.027 1.702  0.321
H -0.229 -5.230 -1.434  0.362
H -1.037 -2.909 -1.500  0.191
C -4.685 2.685 -1.577  -1.103
N -3.355 2.371 -1.022  0.228
C -2.282 2.948 -1.800  -0.828
C -3.270 1.666 0.197  -0.851
S -1.644 1.837 0.817  -0.509
N -3.660 0.173 1.743  -0.760
C -3.263 -0.807 2.674  -0.979
C -4.876 1.988 1.941  -0.788
H -4.651 3.669 -2.043  0.438
H -5.399 2.692 -0.765  0.411
H -5.006 1.939 -2.312  0.254
H -2.481 2.763 -2.858  0.433
H -1.331 2.507 -1.520  -0.171
H -2.226 4.027 -1.625  0.382
H -2.218 -1.117 2.606  0.041
H -3.916 -1.674 2.539  0.311
H -3.449 -0.382 3.671  0.328
H -4.867 1.847 0.321  1.356
H -4.782 1.962 3.034  0.121
H -5.486 2.884 1.784  0.163
Cl -4.323 1.073 0.972  1.117
C -5.260 0.284 0.258  0.589
C -6.332 -0.400 -0.190  -1.402
C -6.613 -0.845 -1.496  -0.333
C -5.696 -1.223 -2.470  -0.606
C -4.292 -1.338 -2.368  0.331
Cl -3.524 -2.229 -3.673  -0.220
C -3.379 -1.020 -1.359  0.442
N -2.463 -0.849 -0.682  -0.282
H -7.135 -0.495 0.545  0.311
H -7.666 -0.933 -1.732  0.380
H -6.093 -1.546 -3.424  0.385

For the HOMO energy (spin up / spin down), the calculation gives -4.904 / -7.165 eV. As for the spin multiplicity: 6. As for the expectation value of S²: 8.8223. The charge is 0. For the HOMO-LUMO gap (spin up / spin down), the calculation gives 4.76 / 5.76 eV.



3.
An isolated molecule of C30H38N4O6. Source: the Open Molecules 2025 dataset; level of theory: ωB97M-V with the def2-TZVPD basis set.

Each line ends with the Mulliken charge.
Geometry (Å):
C -3.754 -2.343 0.466  -0.728
C -2.892 -3.583 0.685  -1.188
C -1.626 -3.646 -0.183  1.542
C -1.951 -3.492 -1.671  -1.888
C -0.908 -4.979 0.055  -1.959
N -0.745 -2.558 0.247  -0.098
C 0.447 -2.269 -0.289  -0.562
O 0.977 -2.901 -1.186  -0.705
C 1.041 -0.969 0.282  0.128
C 2.532 -0.928 0.509  -0.411
C 3.405 -1.884 0.017  0.040
C 4.761 -1.755 0.237  -1.599
C 5.254 -0.659 0.920  -0.459
C 4.402 0.316 1.419  0.956
O 4.853 1.441 2.067  -0.322
C 6.238 1.660 2.147  -1.039
C 3.016 0.167 1.242  -0.223
O 2.049 1.025 1.679  -0.095
C 2.314 1.998 2.663  -1.003
N 0.633 0.080 -0.664  0.747
C 1.454 0.187 -1.852  -2.056
C 2.683 1.046 -1.657  1.200
C 2.621 2.256 -0.977  -0.104
C 3.761 3.020 -0.800  -0.790
C 4.975 2.590 -1.307  -0.633
C 5.042 1.389 -1.993  -0.872
C 3.904 0.624 -2.167  -0.342
C -0.514 0.728 -0.417  0.903
O -1.214 0.427 0.551  -1.004
C -0.934 1.843 -1.363  -0.615
C -1.621 3.003 -0.619  -1.052
C -3.140 2.885 -0.573  0.511
O -3.871 3.685 -1.114  -0.666
N -3.561 1.806 0.137  0.048
C -4.870 1.469 0.381  0.327
C -6.057 2.116 -0.059  -0.050
C -7.053 1.358 0.480  0.147
C -8.531 1.466 0.420  -1.218
O -6.513 0.344 1.181  -0.219
N -5.158 0.420 1.116  -0.418
H -4.217 -2.356 -0.516  0.282
H -4.546 -2.304 1.208  0.416
H -3.179 -1.426 0.562  0.048
H -3.489 -4.473 0.479  0.431
H -2.587 -3.628 1.733  0.411
H -1.048 -3.634 -2.258  0.467
H -2.343 -2.499 -1.876  0.379
H -2.687 -4.233 -1.971  0.421
H -1.532 -5.805 -0.276  0.468
H 0.024 -4.998 -0.500  0.415
H -0.688 -5.106 1.113  0.404
H -1.149 -1.890 0.888  0.449
H 0.549 -0.726 1.231  1.246
H 3.020 -2.720 -0.541  0.573
H 5.445 -2.500 -0.138  0.378
H 6.319 -0.565 1.055  0.442
H 6.350 2.628 2.633  0.263
H 6.695 1.698 1.153  0.387
H 6.737 0.895 2.751  0.358
H 2.807 1.566 3.536  0.308
H 1.334 2.379 2.953  0.271
H 2.923 2.814 2.271  0.286
H 1.764 -0.829 -2.116  0.410
H 0.856 0.569 -2.684  1.009
H 1.687 2.593 -0.554  0.231
H 3.701 3.956 -0.264  0.434
H 5.863 3.188 -1.167  0.485
H 5.986 1.044 -2.390  0.394
H 3.964 -0.317 -2.693  0.416
H -0.073 2.238 -1.898  0.711
H -1.623 1.416 -2.098  0.208
H -1.393 3.943 -1.123  0.421
H -1.246 3.055 0.405  0.435
H -2.844 1.184 0.525  0.134
H -6.122 2.992 -0.667  0.449
H -8.937 1.594 1.422  0.306
H -8.811 2.316 -0.194  0.313
H -8.957 0.557 -0.001  0.310

For the HOMO energy, the calculation gives -8.242 eV. As for the SMILES: CCC(C)(C)NC(=O)[C@@H](c1cccc(OC)c1OC)N(Cc1ccccc1)C(=O)CCC(=O)Nc1cc(C)on1. The charge is 0. For the HOMO-LUMO gap, the calculation gives 8.85 eV.



4.
An isolated molecule of C3H7NOS. Source: the Open Molecules 2025 dataset; level of theory: ωB97M-V with the def2-TZVPD basis set.

Each line ends with the Mulliken charge.
Geometry (Å):
N 0.814 -0.203 -1.366  -0.654
C -0.180 0.261 -0.429  0.337
C 0.107 1.724 -0.115  -0.086
O -0.467 2.358 0.725  -0.456
C -0.200 -0.508 0.922  -0.919
S -0.503 -2.294 0.722  -0.201
H 0.869 -1.212 -1.290  0.271
H 1.749 0.096 -1.126  0.260
H -1.201 0.293 -0.828  0.289
H 1.003 2.139 -0.605  0.290
H 0.772 -0.419 1.407  0.361
H -0.945 -0.058 1.570  0.375
H -1.818 -2.176 0.414  0.135

For the HOMO energy, the calculation gives -9.429 eV. As for the SMILES: N[C@H](C=O)CS. The charge is 0. For the HOMO-LUMO gap, the calculation gives 10.19 eV.



Listing strongest force on any atom for the structures above in their given order: 0.065; 0.335; 0.025; 0.021 Eh/bohr.